Record 1
{"formula": "C4H12N2O2", "method": "ωB97M-V/def2-TZVPD", "species": ["H", "H", "H", "H", "C", "O", "N", "C", "C", "H", "N", "H", "H", "H", "O", "H", "H", "H", "H", "C"], "coordinates": [[1.439, 0.194, -0.075], [0.436, 4.456, -0.182], [1.561, -3.888, -0.393], [-0.929, 0.189, 1.210], [0.468, 0.317, -0.488], [-0.023, 2.517, 0.335], [0.701, -3.750, 0.260], [-0.676, -0.301, 0.283], [0.079, 1.753, -0.844], [-0.946, -2.117, 1.580], [-0.382, 3.801, -0.049], [0.704, -1.596, 1.562], [0.076, -4.619, 0.230], [0.471, -0.226, -1.468], [-0.080, -2.734, -0.175], [0.786, 2.254, -1.565], [-1.556, -0.267, -0.322], [-1.048, 4.099, 0.614], [-0.840, 1.661, -1.409], [-0.241, -1.744, 0.897]], "total_energy_ha": -419.4283, "lumo_energy_ev": 1.11, "e_homo_ev": -9.1506, "de_lowest_kj_mol": 578.0, "spin_multiplicity": 1}

***

Record 2
{"formula": "C11H29FNO11P2V", "method": "ωB97M-V/def2-TZVPD", "species": ["H", "H", "N", "P", "H", "H", "O", "O", "O", "C", "H", "H", "P", "F", "C", "O", "H", "H", "V", "H", "H", "C", "H", "C", "H", "H", "O", "H", "H", "O", "C", "C", "H", "C", "H", "C", "C", "O", "O", "H", "H", "H", "H", "H", "H", "H", "O", "H", "C", "H", "H", "O", "O", "H", "C", "H"], "coordinates": [[-0.099, -6.435, -10.705], [3.119, -6.119, -4.018], [4.671, -5.735, -6.581], [-2.179, -8.630, -8.254], [-3.593, -7.621, -5.317], [-2.335, -4.097, -7.207], [2.400, -5.752, -6.812], [1.868, -7.974, -8.830], [-1.776, -3.607, -5.265], [5.027, -5.810, -8.003], [5.000, -6.841, -8.355], [-0.111, -10.316, -9.931], [-1.273, -5.154, -4.987], [1.095, -7.975, -5.568], [-3.285, -6.680, -9.666], [-2.726, -5.974, -4.739], [4.380, -5.206, -8.640], [2.055, -7.856, -10.947], [0.749, -6.866, -7.376], [-4.235, -6.548, -10.185], [-1.840, -7.703, -5.121], [3.405, -5.608, -6.149], [-2.608, -7.051, -10.435], [-4.111, -10.277, -7.365], [5.418, -5.631, -5.910], [-4.167, -10.517, -8.426], [-0.525, -5.087, -3.584], [-1.927, -3.831, -2.600], [2.457, -4.496, -4.476], [-0.510, -5.794, -6.120], [1.953, -7.231, -10.060], [-0.867, -4.085, -2.581], [2.920, -6.761, -9.878], [-2.282, -3.224, -6.556], [6.012, -5.348, -8.068], [0.796, -6.074, -10.198], [-1.032, -10.646, -9.452], [0.242, -5.537, -9.006], [-2.000, -9.609, -9.580], [-2.987, -5.729, -9.225], [-3.287, -2.813, -6.459], [-0.171, -3.263, -2.747], [-2.906, -7.609, -3.636], [-0.674, -4.506, -1.594], [-0.755, -10.958, -8.445], [1.230, -5.307, -10.839], [-3.405, -7.609, -8.635], [4.153, -4.748, -4.271], [3.246, -5.230, -4.637], [-5.012, -9.724, -7.098], [-1.256, -11.542, -10.031], [-2.892, -9.547, -7.071], [-0.925, -7.962, -7.765], [-1.609, -2.499, -7.014], [-2.761, -7.324, -4.678], [-4.215, -11.197, -6.788]], "s_squared": 2.012, "total_energy_ha": -3045.6854, "lumo_energy_ev": [0.62, 0.62], "e_homo_ev": [-6.8153, -7.0175], "de_lowest_kj_mol": 139.6, "spin_multiplicity": 3}

***

Record 3
{"formula": "H26O13", "method": "ωB97M-V/def2-TZVPD", "species": ["O", "O", "O", "H", "O", "O", "H", "H", "H", "H", "H", "O", "H", "O", "H", "H", "H", "O", "H", "O", "H", "H", "H", "O", "H", "H", "H", "O", "H", "H", "O", "H", "H", "H", "H", "H", "O", "H", "H"], "coordinates": [[-23.211, 10.155, -10.526], [-19.310, 10.309, -10.194], [-21.675, 7.785, -12.661], [-23.190, 11.951, -7.548], [-21.554, 8.973, -8.357], [-23.279, 10.336, -6.462], [-26.768, 11.306, -11.479], [-21.257, 5.675, -9.587], [-22.653, 10.103, -9.734], [-26.989, 8.460, -10.633], [-23.297, 9.225, -10.785], [-21.085, 6.585, -9.849], [-20.803, 7.484, -12.378], [-25.866, 11.214, -11.811], [-24.683, 7.683, -10.770], [-23.481, 7.324, -11.688], [-21.901, 10.517, -11.881], [-21.117, 10.697, -12.437], [-24.638, 8.697, -13.639], [-23.773, 7.310, -10.760], [-21.060, 8.158, -8.191], [-23.324, 12.823, -11.631], [-21.606, 9.418, -7.495], [-23.228, 12.584, -8.282], [-22.758, 13.366, -7.970], [-21.955, 6.928, -10.130], [-23.787, 9.733, -7.027], [-24.224, 9.555, -13.494], [-22.994, 9.795, -5.715], [-20.380, 10.460, -11.853], [-26.155, 8.687, -10.203], [-21.534, 8.693, -12.988], [-25.351, 11.896, -11.347], [-19.208, 11.143, -9.723], [-19.856, 9.761, -9.610], [-24.819, 10.035, -12.887], [-23.524, 13.454, -10.929], [-25.834, 9.491, -10.667], [-23.636, 12.916, -10.124]], "total_energy_ha": -993.7532, "lumo_energy_ev": -0.17, "e_homo_ev": -10.2473, "de_lowest_kj_mol": 52.6, "spin_multiplicity": 1}

***

Record 4
{"formula": "C41H102Cl2O20", "method": "ωB97M-V/def2-TZVPD", "species": ["H", "H", "C", "C", "H", "O", "H", "O", "O", "H", "C", "H", "C", "H", "C", "H", "H", "O", "H", "C", "H", "O", "H", "C", "H", "H", "O", "H", "C", "H", "C", "C", "H", "H", "C", "C", "H", "H", "O", "H", "H", "H", "H", "H", "H", "H", "H", "H", "H", "H", "H", "H", "C", "H", "H", "H", "C", "H", "H", "H", "H", "C", "C", "H", "C", "H", "C", "H", "H", "H", "H", "H", "Cl", "C", "O", "H", "C", "C", "H", "H", "H", "H", "C", "C", "H", "H", "H", "H", "O", "H", "C", "H", "H", "H", "H", "H", "H", "H", "H", "H", "C", "H", "H", "H", "H", "O", "H", "C", "H", "H", "O", "H", "O", "H", "C", "H", "C", "H", "H", "C", "H", "H", "H", "C", "C", "O", "O", "H", "H", "H", "C", "C", "C", "C", "H", "O", "C", "H", "H", "O", "H", "H", "O", "C", "O", "O", "H", "O", "H", "H", "H", "H", "H", "C", "H", "H", "Cl", "C", "C", "H", "C", "H", "H", "H", "H"], "coordinates": [[2.212, 0.071, -1.966], [2.632, 3.853, 3.372], [-2.955, -1.058, 2.966], [-3.957, 1.507, 0.584], [-6.799, 0.307, -2.923], [-6.470, -2.983, -2.176], [-2.671, -4.405, 2.841], [-4.146, 2.464, -0.443], [-1.085, 4.132, 0.912], [-4.248, -5.011, -0.757], [-4.136, -1.685, -1.265], [2.037, 3.103, 1.069], [-0.965, -5.600, 0.312], [-6.894, 1.829, 0.325], [-6.224, 0.830, -2.159], [5.693, -1.173, -1.934], [-0.587, 1.571, 5.841], [3.387, 4.214, 5.272], [-1.089, -3.732, 2.300], [-7.087, -2.943, -3.414], [1.263, -5.840, -4.523], [5.543, 5.814, -1.952], [-4.382, -1.572, -2.321], [2.400, -0.660, -2.752], [0.213, -6.879, -0.780], [-0.753, 1.527, 4.041], [-0.200, -1.289, 6.219], [1.947, -1.567, -2.351], [-0.753, -1.111, -0.327], [-2.945, 1.148, 0.399], [-4.684, -4.020, -0.891], [0.653, -5.386, -3.742], [-5.212, 0.881, -2.561], [-0.785, -3.178, 5.756], [-1.998, -4.252, 1.997], [4.616, -1.333, -1.878], [0.363, -0.563, 4.327], [3.716, 4.945, -1.578], [7.156, 7.863, -2.881], [-1.595, -2.336, 7.099], [0.685, 2.330, 0.381], [-7.401, 3.328, -0.435], [6.210, -2.236, 3.995], [1.718, 2.883, -5.258], [-4.710, 0.719, 0.569], [0.685, -0.319, -3.950], [6.991, 4.945, -3.095], [2.813, 2.855, -1.476], [4.101, 2.110, 0.638], [1.697, 1.532, 6.580], [-2.048, 3.758, 2.647], [2.158, -0.671, -4.900], [3.516, 4.238, 3.880], [5.091, 4.130, -0.808], [1.210, 2.240, -1.858], [0.671, 5.080, 1.469], [-0.600, -7.032, -0.071], [8.508, 9.255, -2.092], [4.414, 3.730, 3.529], [-2.099, -4.750, -3.961], [-2.567, -3.697, 1.251], [-0.289, 2.022, 4.894], [1.789, 2.456, 6.008], [-4.942, -1.413, -0.584], [1.475, 1.821, -5.274], [0.920, -2.182, 4.735], [-1.346, -4.017, -3.671], [-2.596, -1.027, 1.937], [0.601, 0.058, 1.783], [-5.211, -3.773, 0.031], [-1.280, -3.861, -2.594], [7.309, 4.816, -1.466], [6.566, 0.001, 3.327], [7.780, 6.812, -2.155], [0.710, -0.946, -0.087], [-1.842, -1.759, -7.357], [1.748, -0.106, -4.063], [-1.249, -2.243, 6.070], [0.681, -1.698, 1.869], [-3.001, -0.992, -6.238], [-1.322, -1.826, -3.901], [-1.227, -0.801, -5.948], [5.650, -1.531, 3.381], [0.242, 4.078, 1.478], [-3.181, -0.032, 3.256], [-1.515, -5.086, -0.477], [0.299, 3.608, 2.459], [-2.773, -0.941, 5.507], [-1.944, -1.672, 3.800], [-0.811, 2.979, 4.903], [-5.593, -4.118, -2.127], [-6.344, -2.990, -4.210], [1.843, 3.769, -2.642], [8.794, 8.878, -3.701], [3.781, 2.944, 6.792], [8.834, 6.632, -2.367], [4.151, 1.222, 2.228], [-3.057, 4.693, 1.575], [-5.376, 3.788, 0.599], [-6.201, 0.144, -1.313], [1.799, 3.150, -1.746], [-3.870, -1.650, 2.978], [-6.234, -4.999, -2.104], [-2.446, -8.424, 1.081], [-0.954, -1.540, -1.309], [-3.677, -3.017, -1.025], [7.388, 9.939, -3.304], [1.002, -0.830, 1.293], [-1.804, 5.438, 2.482], [-1.111, -1.843, 0.396], [2.812, 0.572, 0.883], [4.888, 0.488, 0.787], [-0.063, -4.278, -4.244], [-5.299, 3.983, -1.118], [-2.376, -1.881, 5.122], [0.395, 1.674, -5.262], [-2.016, -1.451, -6.326], [-7.805, -2.126, -3.482], [4.864, 3.887, -2.511], [6.918, 5.537, -2.183], [4.607, -1.363, 3.650], [-3.302, -1.024, -1.030], [3.641, 5.300, 3.670], [4.748, 4.625, -1.717], [3.291, 2.907, 5.819], [1.107, 2.208, 4.775], [-1.776, -5.581, 1.530], [3.876, 2.181, 5.253], [-3.244, -9.001, -0.441], [1.646, -0.712, 5.483], [4.093, 1.144, 1.143], [-6.678, 2.514, -0.495], [-2.745, -8.173, 0.064], [-2.025, 4.546, 1.895], [7.775, 7.130, -1.112], [1.286, 4.017, -0.716], [-5.340, 3.227, -0.334], [-3.161, -2.636, 5.161], [-3.996, 1.973, 1.568], [-1.959, -2.715, -5.645], [-2.944, -2.607, -3.908], [-1.258, -0.146, -0.271], [-6.914, 2.040, -1.797], [0.728, -1.189, 5.141], [2.041, 1.286, -4.166], [3.820, -0.902, -2.994], [-3.421, -7.320, 0.120], [-1.616, -7.871, -0.699], [4.330, -2.368, -1.691], [-7.688, -3.814, -3.675], [1.787, 1.376, -6.219], [0.036, -6.233, -3.443], [-0.344, -7.592, 0.829], [1.124, 3.318, 0.514], [2.792, -0.669, 2.532], [4.300, -0.808, -0.976], [5.547, -2.296, 1.761], [7.965, 9.061, -3.017], [-1.910, -2.677, -4.244], [1.251, -5.045, -2.897], [2.533, -0.680, 1.474], [-4.952, -4.247, -2.999], [1.286, 3.154, 6.677], [2.970, -1.541, 0.969], [-0.044, -5.046, 0.497]], "total_energy_ha": -4047.9859, "lumo_energy_ev": 0.33, "e_homo_ev": -9.2650, "de_lowest_kj_mol": 115.8, "spin_multiplicity": 1}

***

Record 5
{"formula": "C37H51N4OP2Ti", "method": "ωB97M-V/def2-TZVPD", "species": ["H", "H", "H", "H", "H", "H", "C", "H", "C", "H", "H", "H", "H", "H", "C", "H", "H", "C", "C", "H", "H", "H", "C", "H", "H", "C", "H", "H", "H", "C", "H", "H", "N", "H", "C", "H", "C", "C", "P", "H", "H", "C", "C", "H", "N", "O", "C", "H", "C", "C", "C", "C", "C", "C", "H", "C", "H", "H", "H", "P", "H", "H", "Ti", "H", "C", "C", "C", "C", "H", "H", "H", "H", "N", "H", "H", "C", "C", "C", "H", "C", "H", "C", "H", "H", "H", "N", "H", "C", "C", "C", "C", "C", "H", "C", "C", "H"], "coordinates": [[1.916, -3.923, 1.261], [-3.516, -0.812, 0.245], [-3.741, 0.938, 0.470], [0.055, -1.902, 3.193], [0.900, 0.813, 4.208], [-1.213, 4.069, -3.241], [-1.555, -3.197, -0.991], [-3.079, -5.699, 0.761], [2.843, 0.944, 3.115], [-2.350, 0.348, -4.262], [-2.298, -3.327, 1.028], [1.377, -1.669, 4.355], [4.242, -2.295, 2.027], [4.478, -0.858, -1.868], [-0.411, 4.091, 2.966], [-2.853, 3.462, -2.974], [-3.575, -0.841, -3.519], [-3.519, 0.336, -1.639], [2.624, -0.426, -0.908], [3.355, -1.861, -3.902], [0.475, 3.176, -0.671], [4.837, 0.156, 2.581], [2.068, -2.021, 2.297], [4.123, -0.718, 0.610], [0.770, 2.315, -2.367], [0.270, 4.774, 0.773], [3.654, 0.956, 0.356], [-1.159, 1.287, -5.150], [1.034, -3.293, 3.696], [-1.280, -3.900, -2.183], [2.085, 1.938, 4.892], [3.441, 3.011, 3.284], [0.241, 7.577, 2.925], [2.119, -2.567, 0.157], [3.446, -2.534, 2.744], [3.381, -3.632, 2.809], [-2.164, -3.868, 0.086], [-0.855, -0.902, -2.028], [2.039, -0.176, 1.830], [0.440, 2.742, -4.054], [0.668, 1.042, -3.602], [-1.691, -5.223, -2.324], [-3.839, -0.932, -2.458], [-5.429, 1.233, -2.069], [-1.070, -1.230, 0.340], [-1.943, -0.542, 2.914], [1.378, -1.413, -3.142], [1.966, 2.794, 2.341], [3.395, -0.893, -1.968], [-3.968, 0.088, -0.186], [1.973, 0.961, 4.397], [4.265, 0.471, 3.462], [1.628, -2.875, 1.087], [-2.584, -5.190, -0.067], [0.544, -2.849, 0.939], [-4.365, 1.491, -2.204], [0.840, -1.838, -3.993], [-4.928, -1.097, -2.414], [-0.640, 4.283, 4.016], [-1.653, 0.782, -1.601], [-3.357, -1.827, -2.046], [-1.472, -5.745, -3.257], [-0.068, 0.393, 0.564], [-2.698, -6.898, -1.403], [0.661, -0.850, -2.095], [3.252, -0.068, 0.422], [0.193, 3.457, 0.348], [-2.360, -5.867, -1.276], [4.263, -0.331, 4.209], [-1.687, 3.528, -1.625], [-4.207, 1.641, -3.280], [-5.062, -0.051, -0.190], [-0.217, 2.474, 1.193], [-4.186, 2.433, -1.670], [4.799, 1.322, 3.909], [0.242, 1.994, -3.271], [0.115, 6.474, 2.550], [-1.278, 1.903, -3.064], [0.573, 5.544, 0.066], [-1.924, 1.354, -4.362], [-0.727, -3.394, -2.978], [-1.211, -1.784, -0.831], [2.297, 0.201, 5.123], [3.724, -2.177, 3.743], [-2.706, 2.031, -4.734], [1.283, -0.298, -1.025], [-1.269, -1.254, -2.981], [-0.013, 5.108, 2.101], [-0.543, 2.802, 2.471], [-1.224, -0.141, 2.064], [1.071, -2.219, 3.454], [2.773, -1.430, -3.088], [-0.911, 2.012, 3.127], [2.950, 2.370, 2.537], [-1.802, 3.316, -2.698], [3.538, 2.401, 1.613]], "total_energy_ha": -3266.0035, "lumo_energy_ev": [-11.01, -11.00], "e_homo_ev": [-17.1758, -17.1769], "charge": 3, "spin_multiplicity": 1}

***

Record 6
{"formula": "CH3N3S", "method": "ωB97M-V/def2-TZVPD", "species": ["C", "N", "H", "H", "N", "N", "S", "H"], "coordinates": [[0.703, -0.334, -0.174], [-0.295, -1.360, 0.132], [1.556, -0.551, 0.427], [0.682, -0.281, -1.283], [0.155, 0.989, -0.055], [-1.475, -0.795, 0.163], [-1.538, 0.790, -0.038], [0.213, 1.542, 0.827]], "total_energy_ha": -602.2609, "lumo_energy_ev": 0.35, "e_homo_ev": -8.7650, "de_lowest_kj_mol": 89.2, "spin_multiplicity": 1}